[1]
The following is a DFT calculation (ωB97M-V/def2-TZVPD) of a cluster of 2 separate species, C37H50FN2O10 in total.

Results
Kohn-Sham gap: 5.47 eV
highest occupied orbital energy: -10.25 eV
net charge: +1
LUMO: -4.78 eV
multiplicity: 1

Each line ends with the Löwdin charge.
CARTESIAN COORDINATES (ANGSTROEM)
H: -3.98 2.59 -0.43  0.098
O: 0.53 0.99 -3.88  -0.170
H: -1.46 4.96 0.77  0.104
H: 1.03 0.51 3.80  0.118
H: -4.54 1.31 -1.54  0.093
H: 1.52 3.65 6.14  0.094
O: -3.99 1.17 1.78  0.080
H: 1.53 4.84 4.77  0.105
C: 1.04 3.87 5.12  -0.074
H: -1.90 -1.18 -4.27  0.132
H: 3.15 -0.97 -7.10  0.115
H: 4.63 -2.21 -7.43  0.122
C: 1.61 2.35 1.50  -0.021
C: -0.75 -0.49 5.42  -0.088
C: -0.85 -1.00 -4.71  -0.065
H: -1.27 1.03 7.48  0.082
O: -1.02 -0.84 -1.97  -0.060
C: 2.81 -3.17 -6.32  -0.217
H: -1.65 2.88 -2.70  0.133
C: 1.17 -2.89 -6.02  -0.035
C: 0.10 3.61 -0.25  -0.233
H: -0.81 -0.90 4.37  0.076
H: -2.54 1.18 4.89  0.072
H: 2.47 1.63 1.68  0.088
H: 3.41 3.42 3.30  0.095
H: -0.41 0.93 -5.73  0.141
H: 0.66 -3.82 -6.39  0.131
H: 0.91 -1.96 -6.59  0.108
O: -2.77 -2.08 -2.04  0.143
C: -0.62 4.23 0.92  0.023
C: -0.48 -6.64 -2.95  0.087
H: -2.95 1.21 -0.75  0.057
O: 3.78 -3.88 -0.60  0.188
C: -0.38 1.50 6.96  -0.067
H: 1.44 -0.46 1.21  0.128
C: 1.02 1.21 4.70  -0.116
H: 1.12 -6.91 -0.13  0.154
H: -0.27 -1.79 0.40  0.118
H: -0.62 1.77 -1.68  0.113
H: -6.30 2.15 0.57  0.144
H: 3.33 1.62 3.74  0.080
C: 1.42 2.66 4.16  -0.448
C: -4.96 1.10 2.74  -0.529
O: 3.74 -2.19 -5.71  -0.199
H: 3.48 2.97 5.06  0.088
C: 0.69 -2.28 0.06  -0.041
H: 1.74 2.18 -0.82  0.092
C: -1.60 1.78 4.61  -0.059
H: -0.91 -1.31 -5.79  0.131
C: 1.22 2.64 0.07  -0.001
H: -0.46 2.62 7.11  0.068
C: -0.22 3.93 2.36  -0.007
H: -1.82 2.84 4.91  0.079
H: -0.76 4.42 3.21  0.097
C: 0.82 -2.46 -1.50  -0.032
C: -6.05 1.10 0.79  -0.103
O: -0.20 3.88 -1.60  -0.096
C: 0.26 -6.27 -2.04  -0.079
H: -6.73 0.45 0.24  0.143
N: 0.07 -1.81 -3.88  0.067
C: -0.40 1.09 5.41  -0.523
C: 1.87 -1.28 0.55  -0.284
O: -6.19 0.89 2.19  0.075
C: 3.04 2.67 4.07  -0.070
C: 1.85 -3.42 -2.05  0.030
C: 1.92 -3.54 -3.56  0.120
C: 1.03 -2.70 -4.44  -0.054
H: -1.43 1.63 3.50  0.083
H: 1.97 0.03 -1.34  0.076
H: 2.67 -4.29 -3.96  0.144
H: -1.59 1.08 -4.36  0.137
H: -0.06 4.00 5.32  0.061
C: 2.81 -4.31 -1.18  -0.377
C: -0.61 0.57 -4.66  -0.182
H: 0.72 -5.14 -0.20  0.108
N: -2.03 -1.56 -1.30  0.037
C: -0.58 2.69 -2.33  -0.170
C: -4.60 0.77 0.55  -0.347
C: -3.99 1.51 -0.62  -0.023
C: 1.18 -5.98 -0.79  -0.151
H: 0.55 1.09 7.48  0.092
C: 0.30 2.42 -3.63  -0.136
C: 0.91 2.99 2.70  -0.131
H: 1.83 0.89 5.43  0.126
O: 2.55 -5.70 -1.14  -0.014
H: 0.13 -0.97 5.97  0.090
H: 3.35 0.20 -0.18  0.099
H: 0.80 -3.25 0.64  0.125
H: 1.28 3.00 -3.64  0.149
H: -0.27 2.79 -4.54  0.126
C: 2.64 -0.57 -0.64  -0.043
F: 2.84 -1.96 1.34  -0.049
C: 3.52 -2.02 -7.28  0.032
H: -1.05 -6.94 -3.87  0.060
C: -0.03 -1.71 -2.46  -0.120
H: 3.16 -4.28 -6.46  0.162
H: -1.68 -0.67 6.04  0.085
H: -4.45 -0.31 0.44  0.152
O: -4.75 1.21 3.91  0.166
H: 3.32 -1.27 -1.23  0.095


[2]
The following is a DFT calculation (ωB97M-V/def2-TZVPD) of a cluster of 14 separate species, C60H142N3O36S11 in total.

Results
Kohn-Sham gap (alpha / beta): 8.58 / 8.62 eV
highest occupied orbital energy (alpha / beta): -8.95 / -9.81 eV
LUMO (alpha / beta): -0.37 / -1.19 eV
multiplicity: 4

Each line ends with the Mulliken spin population.
CARTESIAN COORDINATES (ANGSTROEM)
H: -17.01 -13.55 -28.16  0.000
C: -16.42 -9.55 -28.91  0.000
C: -14.91 -15.04 -15.73  0.012
C: -6.53 -17.30 -22.58  0.012
O: -20.58 -14.87 -30.49  0.000
H: -12.76 -8.84 -27.72  0.000
H: -8.49 -16.48 -20.53  0.000
H: -9.35 -9.73 -16.42  0.000
H: -21.31 -5.38 -21.64  0.000
H: -9.71 -14.21 -24.20  -0.002
C: -15.01 -17.61 -23.13  0.002
H: -15.60 -7.56 -24.93  0.001
C: -14.80 -15.09 -18.15  0.019
C: -16.93 -10.49 -22.87  -0.006
C: -11.79 -15.22 -18.19  -0.006
H: -12.57 -12.44 -20.48  -0.006
C: -8.33 -14.93 -22.08  0.018
O: -11.35 -8.39 -29.21  0.000
H: -17.13 -5.57 -25.60  0.000
O: -21.82 -13.20 -29.06  0.000
H: -7.50 -9.22 -22.25  0.000
H: -16.20 -8.57 -31.56  0.000
S: -13.33 -8.85 -17.83  -0.001
H: -13.07 -18.13 -23.87  0.000
C: -23.37 -5.85 -21.29  0.000
C: -11.46 -6.14 -23.43  0.000
H: -16.41 -7.22 -21.77  0.000
C: -11.12 -13.86 -18.36  0.059
C: -18.63 -14.92 -27.84  0.000
H: -19.93 -14.68 -19.68  0.000
O: -15.30 -12.04 -20.95  0.510
H: -17.38 -12.68 -24.41  0.003
H: -11.94 -13.16 -18.55  -0.031
C: -9.95 -6.11 -18.57  0.000
H: -13.10 -12.70 -16.24  -0.012
H: -10.54 -6.59 -23.80  0.000
H: -19.08 -12.55 -20.62  0.000
H: -10.57 -11.06 -24.88  0.000
H: -12.71 -6.39 -28.25  0.000
O: -18.49 -6.91 -26.28  0.000
H: -14.60 -15.28 -20.25  0.008
O: -12.41 -8.49 -24.39  -0.007
H: -10.24 -8.88 -15.27  0.000
H: -14.56 -8.75 -22.72  0.011
C: -16.44 -7.66 -25.62  0.001
C: -15.88 -11.58 -23.30  -0.010
C: -8.86 -14.83 -24.48  0.007
H: -6.54 -8.51 -27.01  0.000
C: -9.71 -16.77 -23.14  0.029
H: -10.02 -16.19 -17.55  0.001
C: -19.54 -12.49 -19.64  0.000
H: -15.92 -15.20 -16.10  0.000
C: -17.05 -10.66 -18.45  0.003
H: -17.18 -9.03 -28.32  0.000
H: -4.78 -8.64 -26.34  0.000
H: -14.64 -14.43 -22.26  0.035
H: -22.64 -15.51 -28.29  0.000
O: -17.19 -10.36 -29.79  0.000
S: -20.87 -14.28 -29.16  0.000
O: -20.49 -5.63 -25.33  0.000
H: -5.71 -15.62 -21.47  0.001
C: -17.39 -16.12 -20.91  0.000
H: -21.35 -16.62 -28.63  0.000
H: -13.79 -10.16 -19.77  -0.005
H: -23.95 -5.13 -21.86  0.000
H: -16.89 -8.63 -25.44  0.000
H: -9.30 -14.48 -21.85  0.000
H: -9.36 -11.02 -23.54  0.000
O: -9.88 -8.08 -19.71  0.000
H: -20.02 -6.76 -28.78  0.000
H: -11.32 -6.74 -20.12  0.000
H: -13.48 -11.16 -25.78  -0.005
H: -23.90 -6.80 -21.39  0.000
H: -14.99 -9.98 -27.29  0.000
H: -11.79 -10.88 -26.99  0.000
H: -17.54 -10.30 -23.75  -0.002
S: -19.90 -7.78 -21.57  0.000
H: -15.16 -9.95 -24.56  -0.003
H: -5.96 -16.95 -20.55  -0.001
C: -9.51 -10.95 -24.62  0.001
H: -14.75 -10.93 -28.81  0.000
H: -21.45 -15.60 -27.07  0.000
H: -8.91 -6.26 -18.31  0.000
C: -10.24 -6.75 -19.97  0.000
S: -9.55 -9.10 -20.99  -0.001
H: -16.52 -9.49 -22.73  0.009
H: -16.78 -9.73 -17.94  -0.001
H: -17.41 -10.37 -19.44  -0.002
O: -19.04 -6.60 -21.46  0.000
C: -10.73 -16.31 -18.37  -0.008
O: -5.39 -9.78 -23.91  0.000
H: -21.52 -5.96 -28.04  0.000
H: -17.90 -6.56 -24.40  0.000
O: -18.99 -4.57 -27.09  0.000
H: -23.24 -5.64 -20.22  0.000
H: -10.70 -16.32 -23.07  0.005
H: -17.00 -16.26 -19.90  -0.001
H: -16.86 -15.36 -21.49  0.007
H: -13.58 -14.49 -23.77  -0.007
C: -17.49 -6.58 -25.41  0.000
O: -19.52 -13.89 -28.29  0.000
C: -20.62 -6.56 -27.89  0.000
H: -21.00 -13.80 -18.58  0.000
H: -15.96 -8.68 -29.38  0.000
H: -5.03 -18.32 -23.77  0.000
C: -13.56 -17.98 -22.90  0.000
H: -11.63 -6.31 -22.37  0.000
H: -17.20 -13.38 -22.89  -0.009
O: -6.46 -11.05 -25.84  0.000
H: -11.11 -17.33 -18.27  -0.011
O: -19.53 -8.91 -20.75  0.000
C: -14.04 -14.89 -19.40  0.001
H: -9.70 -17.28 -22.18  -0.004
C: -5.05 -17.50 -23.06  0.006
S: -18.09 -9.65 -31.07  0.000
C: -21.98 -6.21 -21.86  0.000
H: -18.52 -15.65 -28.64  0.000
S: -12.64 -7.89 -30.19  0.000
H: -13.33 -18.83 -22.27  0.000
H: -16.08 -11.29 -27.80  0.000
H: -13.01 -17.16 -22.45  0.000
O: -15.65 -17.56 -21.87  0.000
H: -16.12 -11.20 -18.31  -0.003
S: -19.67 -5.75 -26.55  0.000
H: -10.58 -13.39 -17.54  -0.007
O: -12.12 -7.15 -31.35  0.000
H: -14.58 -15.95 -15.23  -0.002
H: -12.55 -10.94 -23.70  -0.020
H: -10.62 -6.38 -17.75  0.000
C: -16.71 -9.22 -32.27  0.000
C: -15.23 -11.04 -24.59  0.043
C: -12.39 -12.28 -21.54  0.007
C: -15.38 -7.19 -21.41  -0.001
C: -6.48 -16.38 -21.32  0.021
C: -13.95 -11.75 -25.00  -0.024
C: -11.46 -10.31 -16.47  0.002
H: -13.56 -5.69 -29.61  0.000
H: -9.89 -17.44 -23.99  -0.017
H: -19.07 -15.51 -27.03  0.000
H: -9.80 -10.61 -14.97  0.000
C: -10.16 -9.88 -15.69  0.000
C: -13.89 -13.03 -16.91  0.038
N: -14.82 -11.74 -22.25  0.417
O: -19.55 -10.58 -17.42  0.000
C: -13.42 -6.61 -29.04  0.000
H: -4.56 -16.61 -23.46  -0.003
C: -5.84 -8.50 -26.17  0.000
H: -15.00 -14.31 -14.93  -0.002
H: -11.96 -10.90 -28.80  0.000
O: -10.55 -8.83 -22.04  0.000
H: -7.67 -14.95 -20.15  -0.001
H: -15.32 -18.47 -23.72  0.000
H: -16.59 -15.15 -27.57  0.000
O: -13.59 -9.04 -30.44  0.000
H: -12.23 -10.73 -15.82  -0.001
H: -15.85 -11.35 -25.43  0.003
H: -17.46 -10.94 -22.03  0.002
C: -7.92 -8.49 -21.56  0.000
H: -10.40 -10.70 -28.05  0.000
H: -8.17 -7.55 -22.05  0.000
H: -17.30 -13.89 -26.47  0.000
H: -21.27 -13.70 -20.31  0.000
H: -10.04 -5.03 -18.63  0.000
S: -12.74 -7.07 -24.42  -0.002
H: -10.20 -16.26 -19.33  0.006
H: -17.05 -8.58 -33.09  0.000
H: -7.80 -19.09 -22.79  -0.003
H: -13.91 -12.63 -17.93  -0.005
C: -13.75 -14.07 -22.78  -0.004
C: -20.15 -8.36 -23.37  0.000
H: -7.65 -18.52 -21.14  -0.001
O: -18.70 -8.44 -30.48  0.000
H: -15.92 -13.67 -24.08  0.003
H: -12.15 -10.33 -19.24  0.000
O: -12.83 -6.32 -25.66  0.000
C: -12.93 -9.59 -19.41  0.005
O: -7.73 -9.27 -24.63  0.000
H: -7.65 -14.08 -22.16  -0.003
O: -17.62 -18.83 -20.88  0.000
O: -14.09 -6.79 -23.44  0.000
S: -6.28 -9.87 -25.08  0.000
H: -11.10 -8.42 -27.17  0.000
H: -16.28 -10.20 -32.47  0.000
H: -15.72 -14.55 -18.36  0.012
H: -5.78 -7.59 -25.58  0.000
C: -14.36 -7.75 -22.36  -0.007
C: -12.66 -15.50 -19.45  0.045
S: -17.24 -17.73 -21.79  0.000
C: -7.80 -15.72 -20.90  -0.008
C: -13.00 -11.93 -23.85  0.049
H: -14.78 -12.66 -16.41  -0.007
H: -9.69 -6.25 -20.77  0.000
O: -18.90 -10.68 -31.66  0.000
O: -7.26 -17.32 -24.94  0.644
C: -11.45 -10.46 -27.94  0.000
O: -21.43 -7.32 -21.22  0.000
H: -12.07 -15.32 -20.34  0.002
O: -11.82 -9.08 -17.05  -0.001
O: -18.57 -12.68 -18.65  0.000
H: -12.07 -11.24 -21.57  0.001
H: -15.84 -7.62 -26.54  0.000
H: -9.03 -11.81 -25.07  0.000
H: -12.09 -12.44 -24.17  0.006
H: -20.86 -9.18 -23.32  0.000
H: -12.83 -16.56 -19.67  -0.017
H: -14.17 -12.75 -25.37  0.000
N: -12.61 -15.34 -16.95  0.337
O: -11.91 -15.26 -15.70  0.604
C: -7.11 -18.64 -22.08  0.017
H: -9.76 -8.93 -25.15  0.000
H: -12.63 -8.86 -20.16  0.008
C: -15.47 -10.45 -28.15  0.000
C: -21.57 -15.67 -28.15  0.000
H: -19.21 -8.70 -23.81  0.000
H: -13.37 -7.95 -21.95  -0.007
H: -10.46 -13.86 -19.22  -0.009
H: -20.03 -11.52 -19.55  0.000
S: -18.35 -11.43 -17.49  0.000
N: -7.22 -16.56 -23.70  0.278
O: -17.76 -12.09 -16.26  0.000
H: -14.30 -7.04 -28.56  0.000
H: -15.17 -16.69 -23.69  -0.001
H: -12.94 -14.62 -22.29  0.000
H: -7.95 -14.38 -24.88  -0.011
H: -8.90 -9.80 -26.35  0.000
C: -11.69 -8.95 -27.92  0.000
H: -14.93 -6.22 -21.20  0.000
C: -20.50 -13.76 -19.55  0.000
C: -13.56 -12.49 -22.54  -0.033
C: -8.49 -15.83 -23.37  0.017
H: -20.61 -7.63 -24.03  0.000
C: -13.98 -14.64 -16.93  0.018
H: -4.50 -17.81 -22.17  0.000
H: -7.37 -8.32 -20.63  0.000
H: -11.64 -5.07 -23.53  0.000
H: -18.46 -15.94 -20.82  0.000
H: -15.00 -16.16 -18.10  -0.009
C: -16.60 -12.92 -23.68  0.033
O: -13.56 -7.41 -17.94  0.000
H: -9.20 -15.44 -25.32  0.000
H: -14.01 -13.85 -19.71  -0.031
H: -11.65 -13.05 -21.78  0.001
H: -21.01 -7.49 -27.49  0.000
H: -15.44 -7.88 -20.57  0.000
H: -6.58 -19.58 -21.96  0.000
H: -21.95 -6.42 -22.93  0.000
H: -11.14 -11.08 -17.17  0.001
O: -14.34 -9.72 -17.15  0.000
O: -17.75 -17.58 -23.13  0.000
C: -8.97 -9.68 -25.27  0.000
O: -9.41 -10.36 -20.35  0.000
C: -17.31 -14.34 -27.46  0.000


[3]
The following is a DFT calculation (ωB97M-V/def2-TZVPD) of a structure of composition CH2BrCl2Pt.

Results
Kohn-Sham gap (alpha / beta): 9.21 / 6.84 eV
highest occupied orbital energy (alpha / beta): -9.05 / -10.53 eV
LUMO (alpha / beta): 0.16 / -3.68 eV
multiplicity: 4

Each line ends with the Mulliken spin population.
CARTESIAN COORDINATES (ANGSTROEM)
H: -0.49 0.26 0.35  0.001
H: -0.99 1.76 1.16  0.001
Pt: 0.12 -3.58 -3.17  2.635
Br: -0.32 -2.46 -0.74  0.365
C: -0.15 1.20 0.77  -0.002
Cl: 0.84 2.06 -0.53  0.000
Cl: 0.99 0.77 2.16  0.001